85
Properties=species:S:1:pos:R:3:mulliken_charge:R:1 method="wB97M-V/def2-TZVPD" homo_energy_ev=-6.130 energy_ha=-2509.1498 relative_energy_kj_mol=0.0
Zr -0.0786 -1.0392 -1.0676 0.374
P 2.6475 -1.1520 -1.5920 1.116
P -2.7990 -0.6537 -1.3647 0.895
N -0.0808 -0.0498 -2.7827 -0.886
H 0.9883 -2.9165 0.1100 -0.723
C 3.1579 -2.5916 -2.6045 -1.069
H 4.2496 -2.7048 -2.5555 0.415
H 2.8553 -2.4348 -3.6486 0.343
H 2.6798 -3.5070 -2.2327 0.074
C 3.9263 -1.1492 -0.2990 -1.363
H 4.9055 -1.3404 -0.7568 0.575
H 3.7124 -1.9304 0.4391 0.368
H 3.9481 -0.1831 0.2164 0.164
C 3.2738 0.2125 -2.6495 -1.373
H 4.3724 0.2237 -2.6199 0.484
H 2.8905 1.1716 -2.2803 0.255
H 2.9324 0.0775 -3.6830 0.386
C -3.5669 -2.1016 -2.1666 -1.328
H -4.6528 -2.1013 -1.9980 0.446
H -3.1210 -3.0164 -1.7564 0.275
H -3.3511 -2.0767 -3.2421 0.328
C -3.7161 -0.5586 0.1980 -1.154
H -4.7938 -0.6526 0.0063 0.586
H -3.5005 0.3962 0.6949 0.164
H -3.3903 -1.3770 0.8559 0.205
C -3.3953 0.7663 -2.3387 -1.282
H -4.4852 0.8748 -2.2449 0.469
H -3.1156 0.6256 -3.3909 0.330
H -2.8940 1.6762 -1.9820 0.233
C -0.0708 0.7227 -3.8555 -0.282
C -0.0139 0.9598 -6.2975 -0.511
C -0.0402 0.1470 -5.1759 -0.454
C -0.0801 2.1603 -3.7574 0.223
C -0.0554 2.9476 -4.8970 -0.568
C -0.0211 2.3561 -6.1707 -0.373
H 0.0170 0.4969 -7.2846 0.345
H -0.0288 -0.9433 -5.2399 0.392
H -0.0955 2.5967 -2.7507 0.254
H -0.0574 4.0339 -4.7968 0.357
H 0.0108 2.9855 -7.0629 0.343
C 0.0409 -3.5691 0.0382 1.901
O -0.7345 -2.9308 -0.9755 -0.632
C 0.3761 -4.9813 -0.4277 -1.591
H 0.6880 -5.6218 0.4014 0.405
H 1.1800 -4.9689 -1.1725 0.225
H -0.5025 -5.4220 -0.9146 0.314
C -0.6233 -3.5109 1.4070 -1.012
H -1.7025 -3.7150 1.3494 0.235
H -0.5071 -2.5249 1.8788 -0.148
H -0.1654 -4.2452 2.0801 0.499
O 0.0491 0.0418 0.5822 3.031
Si 0.0530 0.9289 1.9602 -2.987
C -0.5902 -0.1113 3.3611 0.340
C -1.9062 -0.5842 3.3300 0.682
C -2.3661 -1.4820 4.3002 -0.954
C -1.5136 -1.8765 5.3399 -0.666
C -0.2203 -1.3526 5.4178 -0.675
C 0.2332 -0.4595 4.4383 -0.498
C 1.7900 1.4400 2.3652 0.320
C 2.1404 2.7846 2.5252 -0.428
C 3.4583 3.1397 2.8488 -0.620
C 4.4324 2.1451 3.0108 -0.574
C 4.0858 0.7970 2.8448 -0.842
C 2.7700 0.4509 2.5133 -0.270
C -1.0168 2.4297 1.7708 0.465
C -2.0101 2.7087 2.7157 -0.149
C -2.8089 3.8556 2.5900 -0.696
C -2.5974 4.7395 1.5276 -0.529
C -1.6092 4.4629 0.5756 -0.707
C -0.8373 3.2984 0.6847 0.183
H -2.5970 -0.2347 2.5588 0.453
H -3.3852 -1.8680 4.2350 0.421
H -1.8656 -2.5849 6.0905 0.378
H 0.4459 -1.6399 6.2339 0.403
H 1.2284 -0.0229 4.5210 0.362
H 1.3799 3.5621 2.4123 0.340
H 3.7225 4.1917 2.9732 0.393
H 5.4583 2.4130 3.2667 0.378
H 4.8343 0.0103 2.9710 0.413
H 2.5059 -0.6056 2.3922 0.857
H -2.1603 2.0374 3.5619 0.340
H -3.5914 4.0466 3.3272 0.402
H -3.2083 5.6419 1.4396 0.370
H -1.4352 5.1538 -0.2534 0.402
H -0.0814 3.0816 -0.0720 0.435

97
Properties=species:S:1:pos:R:3:lowdin_spin:R:1 method="wB97M-V/def2-TZVPD" homo_energy_ev="-3.124 / -3.881" energy_ha=-10702.7336 multiplicity=3 relative_energy_kj_mol=153.4 charge=-1
Ti -0.0625 0.6045 -0.0150 1.022
C 1.3577 -0.0532 3.7915 0.008
As -0.2268 -0.2257 2.6051 0.009
C -0.6722 -1.9877 3.3744 -0.002
C -1.3709 0.9320 3.7929 -0.003
C -2.9044 1.0623 3.6807 0.000
C -3.3431 1.7724 4.9772 0.000
C -3.3215 1.9239 2.4838 0.001
As -2.4604 1.5548 0.6969 0.010
C -2.5223 3.4528 0.1550 0.002
C -4.0311 1.0168 -0.3711 0.003
C -3.5406 -0.3224 3.5866 0.000
As -5.4720 -0.7296 3.9440 0.000
C -6.4855 0.9668 4.2394 0.000
C -6.0893 -0.9308 2.0830 0.000
H 1.1109 -0.3921 4.8007 0.001
H 1.7172 0.9745 3.8399 0.000
H 2.1460 -0.6955 3.3920 0.000
H -0.8393 -1.9041 4.4517 0.000
H 0.1882 -2.6360 3.2009 0.000
H -1.5400 -2.4374 2.8992 0.000
H -0.9408 1.9328 3.6688 0.000
H -1.1426 0.5987 4.8153 0.000
H -2.6650 2.5929 5.2136 0.000
H -3.3346 1.0667 5.8090 0.000
H -4.3426 2.1856 4.8844 0.000
H -3.0743 2.9698 2.7027 0.000
H -4.4062 1.8538 2.3506 0.000
H -3.5289 3.8706 0.2505 0.000
H -2.2011 3.5582 -0.8815 0.000
H -1.8394 4.0212 0.7877 0.000
H -4.8755 1.7068 -0.2744 0.000
H -4.3175 0.0059 -0.0888 0.000
H -3.6978 1.0065 -1.4107 0.000
H -3.0181 -0.9640 4.3058 0.000
H -3.3284 -0.7199 2.5886 0.000
H -6.3398 1.3451 5.2504 0.000
H -7.5425 0.7107 4.1344 0.000
H -6.2537 1.7495 3.5191 0.000
H -5.4529 -1.6440 1.5648 0.000
H -6.0603 0.0208 1.5549 0.000
H -7.1132 -1.3077 2.0653 0.000
O -2.3133 -1.4593 0.7003 0.003
C -1.2522 -1.8909 0.2169 0.001
O -0.4296 -1.1133 -0.3740 0.009
C -0.8504 -3.3108 0.2564 0.000
C -1.7804 -4.2971 -0.0412 0.000
C -1.3961 -5.6165 -0.1757 0.000
C -0.0575 -5.9549 0.0170 0.000
C 0.8641 -4.9970 0.3664 0.000
C 0.5032 -3.6457 0.5027 0.001
S 1.6856 -2.5155 1.0210 0.007
H -2.8097 -3.9979 -0.1977 0.000
H -2.1241 -6.3658 -0.4579 0.000
H 0.2622 -6.9829 -0.1099 0.000
H 1.9002 -5.2584 0.5347 0.000
N 1.8874 3.3585 -1.2009 0.018
N 1.5238 3.2157 0.1027 0.213
N 2.0480 3.9505 1.0989 0.155
C 1.3585 3.5496 2.1436 -0.009
N 0.4315 2.6318 1.8697 0.164
N 0.5293 2.3858 0.5526 0.177
H 2.4713 2.5811 -1.5188 0.009
H 1.0484 3.4121 -1.8042 0.004
H 1.5280 3.9265 3.1340 -0.004
C -5.1764 1.3231 -4.1564 0.000
C -4.7145 2.6546 -3.6437 0.000
C -5.5914 3.4740 -2.9419 0.000
C -5.1820 4.7133 -2.4852 0.000
Cl -6.2935 5.7025 -1.5919 0.000
C -3.9072 5.1858 -2.7387 0.000
C -3.0305 4.3771 -3.4344 0.000
C -3.4126 3.1144 -3.8723 0.000
O -2.5047 2.3646 -4.5928 0.000
C -1.7725 1.4209 -3.8329 0.001
C -0.9325 1.9939 -2.6716 0.015
O -0.4811 3.1387 -2.7000 0.019
O -0.7599 1.1548 -1.7351 0.024
H -6.1893 1.3985 -4.5503 0.000
H -5.1842 0.5828 -3.3551 0.000
H -4.5143 0.9676 -4.9429 0.000
H -6.6023 3.1434 -2.7536 0.000
H -3.5995 6.1580 -2.3882 0.000
H -2.0214 4.7021 -3.6255 0.000
H -1.0745 0.9495 -4.5342 0.001
H -2.4242 0.6356 -3.4217 0.000
I 1.0509 -1.0701 -2.9783 0.006
C 2.3696 -0.3472 -1.4932 0.040
C 3.7076 -0.5820 -1.6823 -0.003
C 4.6229 -0.1301 -0.7313 0.038
C 4.0980 0.4253 0.4422 -0.003
C 2.7459 0.5725 0.5751 0.040
N 1.8408 0.2853 -0.4172 0.015
H 4.0432 -1.1133 -2.5593 -0.001
H 5.6830 -0.2533 -0.8771 0.003
H 4.7431 0.7165 1.2575 -0.001
H 2.3283 0.9123 1.5198 0.002

85
Properties=species:S:1:pos:R:3:lowdin_spin:R:1 method="wB97M-V/def2-TZVPD" homo_energy_ev="-13.879 / -13.762" energy_ha=-7225.2066 multiplicity=6 charge=+2
Cr -1.6649 0.1479 0.0824 3.727
C 1.6170 3.8682 4.1350 0.000
Si 0.5057 4.4206 2.7186 -0.001
C 1.5360 4.4704 1.1451 -0.004
C -0.3211 6.0780 3.0091 0.000
C -0.8829 3.0779 2.7066 -0.004
C -1.6244 2.8859 3.8784 0.009
C -2.5486 1.8589 4.0127 -0.001
C -2.7035 0.9747 2.9690 0.004
N -2.0333 1.1364 1.8222 0.006
C -1.1795 2.1811 1.6809 0.020
S -0.5270 2.1344 0.0481 -0.114
H 2.4052 4.6080 4.2905 0.000
H 2.0993 2.9128 3.9189 0.000
H 1.0719 3.7672 5.0755 0.000
H 2.3455 5.1909 1.2873 0.000
H 0.9541 4.7971 0.2817 -0.002
H 1.9916 3.5077 0.9142 0.000
H 0.4414 6.8565 3.0798 0.000
H -0.8935 6.0935 3.9383 0.000
H -0.9938 6.3447 2.1929 0.000
H -1.4677 3.5598 4.7137 0.001
H -3.1234 1.7337 4.9189 0.000
H -3.3674 0.1222 3.0382 0.000
C -2.7974 -2.3872 -2.3101 -0.014
Ge -1.4423 -0.9385 -2.1372 0.031
C 0.4185 -1.6706 -2.1569 0.025
C 1.4364 -1.0173 -1.4636 0.007
C 2.7496 -1.4624 -1.5475 0.002
C 3.0528 -2.5802 -2.3121 -0.001
C 2.0428 -3.2455 -2.9918 0.003
C 0.7317 -2.7913 -2.9201 0.002
C -1.5967 0.1184 -3.8286 0.170
C -2.5675 -0.3089 -4.7454 0.071
C -2.7707 0.3389 -5.9533 0.074
C -2.0218 1.4669 -6.2698 0.181
C -1.0255 1.9300 -5.3929 0.000
C -0.2555 3.0646 -5.7139 0.147
C 0.7353 3.5217 -4.8580 0.052
C 0.9916 2.8337 -3.6793 0.069
C 0.2374 1.7159 -3.3432 0.132
C -0.7957 1.2475 -4.1650 0.002
H -2.5029 -3.1311 -3.0521 -0.002
H -3.7674 -1.9790 -2.5960 0.000
H -2.9270 -2.8980 -1.3572 0.000
H 1.2125 -0.1568 -0.8391 0.003
H 3.5330 -0.9375 -1.0138 0.000
H 4.0736 -2.9339 -2.3697 0.000
H 2.2731 -4.1182 -3.5894 0.000
H -0.0459 -3.3211 -3.4588 0.000
H -3.1766 -1.1742 -4.5201 0.001
H -3.5187 -0.0303 -6.6420 0.001
H -2.1963 2.0004 -7.1965 0.006
H -0.4433 3.5763 -6.6504 0.005
H 1.3134 4.4006 -5.1076 0.000
H 1.7833 3.1666 -3.0211 0.001
H 0.4593 1.1804 -2.4324 0.006
C -2.3861 -4.3390 1.4769 0.001
C -1.3568 -5.0826 0.6264 0.000
C -0.3818 -4.1577 -0.1000 0.002
C 0.4196 -3.2300 0.8169 0.039
Ge -0.3143 -1.5102 1.4884 0.210
C 1.1341 -0.3118 2.1625 0.059
C 1.5429 -0.7145 3.5833 0.028
C 2.2863 -2.0461 3.7115 0.001
C 3.4937 -2.1753 2.7853 0.000
H -3.1952 -5.0060 1.7698 0.000
H -2.8220 -3.4992 0.9230 0.000
H -1.9354 -3.9538 2.3933 0.001
H -1.8684 -5.6864 -0.1253 0.000
H -0.7974 -5.7743 1.2607 0.000
H -0.9226 -3.5710 -0.8439 0.000
H 0.3351 -4.7685 -0.6531 0.000
H 1.3567 -2.9483 0.3337 0.001
H 0.6639 -3.7475 1.7537 0.009
H -1.3252 -1.7303 2.6479 0.027
H 0.7886 0.7190 2.1685 0.001
H 1.9726 -0.3730 1.4677 0.001
H 0.6604 -0.7349 4.2312 0.002
H 2.1891 0.0862 3.9575 0.007
H 1.5931 -2.8748 3.5344 0.000
H 2.6203 -2.1408 4.7454 0.000
H 3.1960 -2.2517 1.7376 0.000
H 4.0640 -3.0702 3.0299 0.000
H 4.1590 -1.3162 2.8937 0.000

97
Properties=species:S:1:pos:R:3:mulliken_charge:R:1 method="wB97M-V/def2-TZVPD" homo_energy_ev=-0.672 energy_ha=-7288.9226 relative_energy_kj_mol=102.6 charge=-2
Na 0.1019 -0.0428 1.2229 0.750
O 4.9500 -5.7301 0.5567 -0.739
C 4.0054 -4.8953 0.6412 0.593
S 2.6305 -4.9778 -0.3917 -0.122
C 1.7946 -3.6924 0.4104 -0.539
C 2.3936 -3.0439 1.4652 -0.156
S 1.8906 -1.7356 2.4680 -0.391
S 4.0099 -3.6370 1.8932 -0.185
S 0.2185 -3.3764 -0.2879 -0.177
Se -3.9842 -3.7317 7.1436 0.185
N -3.2179 -2.1414 7.1219 -0.896
C -2.8982 -1.9116 5.8624 0.479
C -2.1038 -0.7734 5.3569 0.322
C -1.4671 0.1512 6.1924 -0.343
C -0.7507 1.2471 5.7320 -1.147
C -0.6124 1.3394 4.3628 0.180
N -1.1446 0.3938 3.5453 0.254
C -1.8382 -0.6368 3.9859 -0.388
C -2.3140 -1.6418 3.0191 0.444
N -2.0716 -1.4333 1.7130 -0.004
C -2.4858 -2.3953 0.8415 -0.515
C -3.1009 -3.5972 1.2270 -0.692
C -3.3375 -3.8190 2.5775 -1.039
C -2.9870 -2.8027 3.4766 0.478
C -3.2198 -2.9366 4.9042 1.047
N -3.8299 -4.0047 5.4135 -0.834
H -1.5813 -0.1016 7.2396 0.466
H -0.1570 1.8505 6.4861 0.282
H -0.0130 2.1154 3.8131 0.179
H -2.2006 -2.2432 -0.2077 0.422
H -3.3938 -4.3114 0.5006 0.530
H -3.7285 -4.7415 3.0097 0.446
C 2.9035 4.3943 0.4440 -1.250
Si 2.6175 2.6860 1.2509 -0.162
C 3.4465 1.4053 0.1218 -0.332
C 3.5048 2.7376 2.9160 -1.316
N 0.9749 2.3011 1.2127 0.514
C 0.0127 3.1151 1.5998 -0.275
C 0.0390 4.2345 2.4964 0.454
C -1.0651 5.0243 2.7608 -0.953
C -2.3321 4.8041 2.1427 -0.674
C -2.4385 3.7253 1.2415 -0.771
C -1.3302 2.8924 1.0713 -0.109
F -1.5119 1.8743 0.1981 0.206
H 2.0822 4.8147 -0.1288 0.355
H 3.7494 4.3795 -0.2851 0.406
H 3.1679 5.2261 1.1229 0.357
H 4.5615 1.2865 0.2555 0.317
H 3.2564 1.5976 -0.9442 0.072
H 3.0002 0.4565 0.4675 -0.311
H 4.5318 3.0404 2.7827 0.394
H 3.4346 1.9026 3.5431 0.363
H 3.0788 3.5505 3.4484 0.376
H 0.9695 4.4778 3.0154 0.275
H -0.9610 5.9060 3.3985 0.365
H -3.2439 5.3984 2.3848 0.276
H -3.3485 3.5290 0.6836 0.397
C 3.1889 0.5413 -3.8280 -1.433
Si 2.4441 -0.8905 -2.9375 0.767
C 3.5484 -1.3600 -1.5604 -0.263
C 2.4762 -2.4391 -4.0052 -1.172
Sb 0.0110 -0.5031 -1.9857 -0.447
Si -0.8397 1.6196 -3.2731 0.620
C -0.4154 1.8349 -5.0988 -1.052
C 0.0080 3.0261 -2.3877 -0.524
C -2.6722 1.7542 -2.8889 -0.894
Si -1.4849 -2.0174 -3.5472 0.959
C -1.0204 -3.8310 -3.6765 -0.974
C -1.7950 -1.3428 -5.2879 -1.446
C -3.1527 -1.9584 -2.6721 -1.333
H 4.2618 0.6042 -3.6724 0.484
H 2.8167 1.5497 -3.6281 0.264
H 3.0277 0.3964 -4.9160 0.373
H 4.3424 -0.6573 -1.3427 0.450
H 4.0632 -2.3499 -1.6349 0.377
H 3.0347 -1.5241 -0.5793 -0.430
H 3.5812 -2.6398 -4.1681 0.355
H 1.9231 -2.4475 -4.9189 0.371
H 2.1437 -3.3593 -3.4351 0.155
H 0.6673 1.6569 -5.1889 0.162
H -0.5571 2.8602 -5.4082 0.388
H -0.9474 1.1080 -5.7417 0.258
H 1.0877 3.0017 -2.5344 0.138
H -0.1569 3.0206 -1.2747 -0.229
H -0.3475 4.0096 -2.7775 0.402
H -3.1927 1.0783 -3.4836 0.335
H -3.1107 2.7426 -2.9707 0.444
H -2.7510 1.4199 -1.8344 -0.042
H -0.0983 -3.9815 -4.3067 0.214
H -1.7994 -4.4700 -4.1322 0.416
H -0.7870 -4.2028 -2.6730 0.202
H -0.8571 -1.2337 -5.8102 0.313
H -2.3188 -0.4431 -5.4177 0.448
H -2.3301 -2.1653 -5.8140 0.385
H -3.3921 -2.8097 -2.0101 0.366
H -3.8814 -2.0527 -3.5151 0.393
H -3.3754 -1.0486 -2.1581 0.337